[1]
# C58H85N9O6P2SSiW

C58H85N9O6P2SSiW as an isolated structure (the ωB97M-V functional and the def2-TZVPD basis, the OMol25 dataset).

Values from the calculation:
total charge = +2
2S+1 = 3
largest force on an atom = 2.0 eV/A
⟨S²⟩ = 2.0161
calculated total energy = -126332.3083 eV
HOMO (spin up / spin down) = -12.285 / -12.321 eV

Element x y z (Å)
W 0.241 0.488 -0.186
C 0.039 -0.136 3.576
C 1.361 -0.693 3.027
C 2.032 -1.583 4.072
P 1.134 -1.371 1.277
C 0.836 -3.215 1.453
C 0.073 -3.677 2.710
C 0.204 -3.729 0.161
C 2.844 -1.287 0.681
C 3.863 -2.041 1.262
C 5.192 -1.818 0.960
C 5.508 -0.790 0.086
C 4.507 -0.056 -0.522
C 3.147 -0.327 -0.299
N 2.104 0.387 -0.940
C 2.364 1.046 -2.168
C 3.363 0.634 -3.056
C 3.726 1.389 -4.153
C 3.086 2.590 -4.430
C 2.019 2.963 -3.638
C 1.630 2.197 -2.538
P 0.200 2.621 -1.517
C -1.337 2.892 -2.566
C -1.733 1.632 -3.330
C -1.329 4.073 -3.535
C 0.488 4.407 -1.030
C 1.896 4.774 -0.570
C -0.552 4.870 -0.008
H 0.227 0.571 4.388
H -0.578 -0.936 3.988
H -0.535 0.365 2.794
H 2.039 0.145 2.845
H 1.343 -2.315 4.486
H 2.380 -0.956 4.896
H 2.898 -2.109 3.676
H 1.844 -3.627 1.495
H 0.749 -4.160 3.413
H -0.429 -2.869 3.232
H -0.687 -4.407 2.434
H 0.129 -4.818 0.187
H -0.787 -3.319 -0.006
H 0.805 -3.448 -0.698
H 3.612 -2.826 1.961
H 5.966 -2.416 1.421
H 6.541 -0.560 -0.136
H 4.793 0.749 -1.182
H 3.855 -0.306 -2.873
H 4.519 1.037 -4.800
H 3.390 3.201 -5.268
H 1.482 3.875 -3.863
H -2.102 3.093 -1.807
H -1.135 1.552 -4.234
H -2.783 1.685 -3.627
H -1.572 0.718 -2.774
H -0.532 3.985 -4.273
H -1.258 5.040 -3.039
H -2.274 4.061 -4.080
H 0.314 4.936 -1.967
H 2.035 4.579 0.491
H 2.053 5.843 -0.721
H 2.667 4.245 -1.130
H -0.412 4.346 0.939
H -1.574 4.705 -0.354
H -0.434 5.939 0.178
C -4.354 3.170 2.503
N -3.384 2.540 1.600
C -2.069 2.395 1.751
N -1.569 1.684 0.747
C -2.686 1.423 -0.016
N -3.782 1.930 0.470
C -4.558 2.326 3.742
C -5.704 1.565 3.939
C -5.802 0.724 5.043
C -4.753 0.603 5.940
C -3.607 1.371 5.749
C -3.536 2.249 4.671
C -2.426 1.238 6.585
N -2.210 0.566 7.667
N -0.882 0.723 7.976
C -0.369 1.487 7.069
O -1.299 1.850 6.151
C 0.998 1.916 6.815
C 2.090 1.453 7.542
C 3.367 1.827 7.154
C 3.570 2.628 6.035
C 2.481 3.106 5.318
C 2.629 3.945 4.070
N 2.350 3.164 2.859
C 1.239 2.557 2.447
N 1.461 1.926 1.293
C 2.770 2.251 1.030
N 3.324 2.979 1.956
C 1.204 2.767 5.731
H -5.277 3.266 1.938
H -3.990 4.164 2.761
H -1.522 2.843 2.560
H -2.671 0.884 -0.948
H -6.522 1.623 3.231
H -6.704 0.144 5.190
H -4.802 -0.079 6.779
H -2.655 2.870 4.563
H 1.930 0.807 8.395
H 4.221 1.478 7.718
H 4.577 2.881 5.725
H 3.648 4.303 3.949
H 1.957 4.803 4.103
H 0.341 2.511 3.034
H 3.319 1.975 0.154
H 0.345 3.174 5.214
C -1.727 -0.449 -6.286
C -0.392 -0.921 -5.705
C 0.654 0.177 -5.802
C 0.098 -2.117 -6.520
O -0.634 -1.252 -4.332
Si -0.146 -1.840 -2.906
O -0.277 -0.743 -1.688
O 1.414 -2.339 -2.771
C 2.190 -3.426 -3.316
C 3.137 -2.889 -4.393
C 3.036 -4.024 -2.193
C 1.293 -4.512 -3.897
O -1.213 -3.003 -2.506
C -2.340 -3.705 -3.042
C -2.495 -4.971 -2.203
C -2.182 -4.087 -4.510
C -3.572 -2.809 -2.925
H -1.564 0.010 -7.261
H -2.201 0.279 -5.630
H -2.411 -1.290 -6.411
H 0.795 0.471 -6.842
H 1.601 -0.185 -5.410
H 0.365 1.055 -5.228
H 0.165 -1.818 -7.566
H -0.585 -2.961 -6.461
H 1.085 -2.442 -6.194
H 4.020 -2.432 -3.943
H 2.638 -2.148 -5.016
H 3.475 -3.708 -5.029
H 3.565 -3.236 -1.658
H 3.772 -4.703 -2.625
H 2.422 -4.590 -1.491
H 0.759 -4.137 -4.769
H 0.565 -4.825 -3.149
H 1.889 -5.375 -4.192
H -1.590 -5.575 -2.271
H -3.332 -5.565 -2.569
H -2.667 -4.729 -1.152
H -1.382 -4.809 -4.658
H -1.984 -3.192 -5.091
H -3.110 -4.533 -4.866
H -3.682 -2.425 -1.913
H -4.469 -3.368 -3.190
H -3.472 -1.959 -3.605
C -3.861 -2.555 0.427
S -2.548 -1.917 1.483
C -3.633 -0.954 2.573
O -1.778 -0.913 0.662
H -4.584 -3.070 1.059
H -3.403 -3.265 -0.259
H -4.329 -1.740 -0.123
H -4.333 -0.369 1.983
H -3.014 -0.307 3.194
H -4.169 -1.658 3.210



[2]
# C58H95BBaF4N5O24

C58H95BBaF4N5O24 as an isolated structure (the ωB97M-V functional and the def2-TZVPD basis, the OMol25 dataset).

Values from the calculation:
total charge = +1
largest force on an atom = 4.4 eV/A
calculated total energy = -130497.2314 eV
HOMO = -10.883 eV

Element x y z (Å)
Ba 6.012 18.982 -4.462
B 4.437 16.310 -3.792
F 4.015 17.588 -3.480
F 3.361 15.604 -4.197
F 5.471 16.266 -4.769
F 4.985 15.753 -2.677
C -0.180 15.954 -6.473
C 0.086 15.741 -5.138
C -0.889 15.839 -4.174
C -2.219 16.197 -4.591
C -2.479 16.472 -5.950
C -1.407 16.373 -6.869
N -3.371 16.121 -3.588
O -3.112 15.812 -2.405
O -4.474 16.542 -3.925
H 0.700 15.890 -7.095
H 1.084 15.449 -4.845
H -0.823 15.393 -3.193
H -3.460 16.739 -6.316
H -1.613 16.619 -7.901
C 0.017 17.157 -1.258
C 1.419 17.067 -1.527
C 2.324 16.818 -0.503
C 1.781 16.471 0.732
C 0.397 16.521 1.013
C -0.508 16.891 0.025
N 2.688 16.208 1.909
O 2.215 15.922 2.994
O 3.914 16.438 1.718
H -0.661 17.473 -2.038
H 1.847 17.106 -2.518
H 3.381 16.802 -0.722
H 0.061 16.235 1.999
H -1.553 16.995 0.281
C 7.023 13.953 -1.838
C 8.431 13.947 -1.705
C 9.175 13.201 -2.575
C 8.646 12.432 -3.597
C 7.228 12.443 -3.700
C 6.431 13.226 -2.846
N 9.456 11.504 -4.405
O 10.469 11.136 -3.863
O 8.938 11.008 -5.404
H 6.457 14.549 -1.138
H 8.888 14.535 -0.923
H 10.216 13.095 -2.307
H 6.745 11.786 -4.408
H 5.363 13.261 -3.003
C 5.843 10.035 2.688
C 4.864 10.662 3.386
C 4.098 11.626 2.716
C 4.308 11.954 1.420
C 5.326 11.298 0.758
C 6.101 10.303 1.358
N 3.501 12.892 0.676
O 4.062 13.467 -0.271
O 2.347 13.063 0.990
H 6.418 9.332 3.272
H 4.615 10.632 4.437
H 3.256 12.041 3.250
H 5.595 11.630 -0.233
H 6.948 9.882 0.837
C 4.560 12.662 -5.898
C 5.766 12.539 -6.630
C 6.279 11.298 -6.913
C 5.588 10.178 -6.468
C 4.526 10.294 -5.586
C 3.935 11.535 -5.385
N 6.112 8.864 -6.874
O 5.423 7.839 -6.897
O 7.291 8.778 -7.227
H 4.272 13.645 -5.557
H 6.360 13.410 -6.861
H 7.213 11.318 -7.455
H 4.126 9.387 -5.157
H 3.090 11.731 -4.742
C 8.597 16.135 -4.544
O 8.447 17.539 -4.273
C 9.074 18.014 -3.109
C 8.197 17.750 -1.876
O 6.881 18.171 -2.078
C 6.048 17.907 -0.898
H 9.607 15.731 -4.476
H 8.112 15.861 -5.480
H 7.961 15.624 -3.821
H 9.277 19.081 -3.203
H 10.067 17.565 -3.059
H 8.565 18.352 -1.045
H 8.350 16.701 -1.623
H 5.055 18.307 -1.104
H 6.509 18.319 -0.001
H 5.906 16.827 -0.856
C 1.453 20.096 -8.998
O 0.257 19.889 -8.270
C -0.311 21.166 -7.846
C -1.216 20.955 -6.650
O -0.463 20.925 -5.403
C -0.313 19.561 -5.000
H 2.299 20.618 -8.550
H 1.205 20.514 -9.974
H 1.786 19.134 -9.388
H -0.945 21.604 -8.617
H 0.514 21.839 -7.615
H -1.797 20.051 -6.833
H -1.889 21.804 -6.526
H -1.271 19.192 -4.633
H 0.488 19.576 -4.261
H 0.079 18.968 -5.826
C -1.067 10.876 -7.357
O -0.726 11.254 -6.031
C -0.238 12.527 -5.965
C 1.103 12.627 -6.733
O 0.865 12.952 -8.093
C 2.035 13.171 -8.819
H -0.223 10.578 -7.979
H -1.623 11.562 -7.996
H -1.707 10.040 -7.074
H -0.058 12.589 -4.892
H -0.914 13.345 -6.213
H 1.690 11.712 -6.657
H 1.758 13.381 -6.298
H 1.791 13.327 -9.870
H 2.701 12.308 -8.835
H 2.602 14.063 -8.551
C 2.910 18.201 -6.392
O 4.308 18.320 -6.594
C 4.692 17.607 -7.715
C 6.167 18.007 -7.995
O 7.016 17.987 -6.838
C 8.331 18.320 -7.184
H 2.588 18.712 -5.485
H 2.546 17.174 -6.357
H 2.408 18.689 -7.227
H 4.136 17.910 -8.602
H 4.569 16.542 -7.517
H 6.298 18.986 -8.455
H 6.478 17.352 -8.809
H 8.678 17.573 -7.897
H 9.078 18.357 -6.391
H 8.467 19.330 -7.570
C -3.833 13.119 0.398
O -2.427 13.445 0.373
C -1.901 12.883 -0.869
C -0.424 13.240 -1.123
O 0.035 13.139 -2.508
C 1.462 13.213 -2.552
H -4.028 12.047 0.353
H -4.414 13.539 -0.423
H -4.304 13.528 1.292
H -2.464 13.313 -1.697
H -2.012 11.806 -0.990
H 0.119 12.598 -0.429
H -0.212 14.241 -0.747
H 1.927 14.178 -2.354
H 1.836 12.848 -3.509
H 1.907 12.614 -1.757
C 7.020 21.259 -1.649
O 5.864 20.635 -2.277
C 4.611 21.201 -1.949
C 3.408 20.432 -2.553
O 3.579 20.454 -4.009
C 3.034 21.557 -4.519
H 7.070 22.263 -2.071
H 7.861 20.655 -1.989
H 7.012 21.287 -0.559
H 4.614 22.264 -2.190
H 4.396 21.093 -0.886
H 2.402 20.703 -2.232
H 3.385 19.470 -2.039
H 3.546 22.474 -4.229
H 1.990 21.716 -4.250
H 3.062 21.573 -5.609
C 9.241 19.813 1.700
O 8.262 18.796 1.560
C 8.410 17.752 2.474
C 7.331 16.797 2.142
O 7.462 15.504 2.716
C 6.436 14.643 2.423
H 10.292 19.524 1.685
H 8.963 20.298 2.635
H 8.895 20.521 0.947
H 8.429 18.097 3.508
H 9.366 17.237 2.374
H 7.357 16.637 1.064
H 6.350 17.209 2.382
H 6.259 14.478 1.360
H 5.473 14.864 2.884
H 6.631 13.609 2.710